A cluster of 2 separate species, CH7NO in total in a non-equilibrium geometry. Source: the Open Molecules 2025 dataset; level of theory: ωB97M-V/def2-TZVPD.

The HOMO-LUMO gap comes out at 10.203 eV. Its total charge is 0. As for the multiplicity: 1. The structure (SMILES) is CN.O.

Last column: Mulliken charge in e.
CARTESIAN COORDINATES (ANGSTROEM)
C1 0.831 -0.179 -0.082  -0.4367
H1 2.109 1.547 0.439  0.2323
H2 1.918 1.323 -1.103  0.2160
H3 0.330 -0.455 -0.967  0.2812
H4 1.444 -1.109 0.214  0.2090
H5 0.026 0.040 0.773  0.0414
H6 -1.672 -0.482 0.972  0.3166
H7 -2.527 -1.558 0.526  0.3025
N1 1.345 1.183 -0.282  -0.5703
O1 -2.003 -0.814 0.201  -0.5921

A cluster of 2 separate species, CH7NO2 in total in a non-equilibrium geometry. Source: the Open Molecules 2025 dataset; level of theory: ωB97M-V/def2-TZVPD.

The HOMO-LUMO gap comes out at 10.551 eV. Its total charge is 0. As for the multiplicity: 1. The structure (SMILES) is NCO.O.

Last column: Mulliken charge in e.
CARTESIAN COORDINATES (ANGSTROEM)
N1 0.030 -1.531 0.471  -0.4822
C1 0.313 -2.079 1.819  -0.1943
O1 1.767 -2.147 2.055  -0.5342
H1 0.178 -2.210 -0.209  0.2225
H2 0.438 -0.670 0.255  0.1990
H3 -0.014 -3.196 1.858  0.2080
H4 -0.234 -1.516 2.714  0.2617
H5 2.005 -1.489 2.752  0.3197
H6 -1.312 4.556 -4.604  0.3268
H7 -1.354 5.155 -3.139  0.3187
O2 -1.817 5.126 -3.972  -0.6455

What did the second record say?
A cluster of 2 separate species, CH7NO2 in total in a non-equilibrium geometry. Source: the Open Molecules 2025 dataset; level of theory: ωB97M-V/def2-TZVPD.

The HOMO-LUMO gap comes out at 10.551 eV. Its total charge is 0. As for the multiplicity: 1. The structure (SMILES) is NCO.O.

Last column: Mulliken charge in e.
CARTESIAN COORDINATES (ANGSTROEM)
N1 0.030 -1.531 0.471  -0.4822
C1 0.313 -2.079 1.819  -0.1943
O1 1.767 -2.147 2.055  -0.5342
H1 0.178 -2.210 -0.209  0.2225
H2 0.438 -0.670 0.255  0.1990
H3 -0.014 -3.196 1.858  0.2080
H4 -0.234 -1.516 2.714  0.2617
H5 2.005 -1.489 2.752  0.3197
H6 -1.312 4.556 -4.604  0.3268
H7 -1.354 5.155 -3.139  0.3187
O2 -1.817 5.126 -3.972  -0.6455

Q: multiplicity of number 1 (CH7NO)?
A: 1